Entry 1:
Molecular formula: C4H7N
Method: DFT, ωB97M-V/def2-TZVPD

Positions of all 12 atoms, in Å:
C -1.7686 0.8792 0.1237
C -0.4212 0.1285 -0.0694
C 0.0187 -0.8876 -0.8277
C 2.0381 -0.2067 0.4669
N 0.6910 0.3201 0.5862
H -2.4069 0.3091 0.9447
H -1.6826 1.8201 0.6507
H -2.3072 0.9676 -0.9693
H 0.7003 -0.6561 -1.6709
H 0.2689 -1.7549 -0.3292
H 2.2257 -0.9893 -0.2026
H 2.6439 0.0699 1.2967

Atomic forces in eV per Å
C -0.8 -1.9 -0.6
C -3.5 3.8 1.9
C 2.3 0.7 -2.7
C -4.2 1.7 0.8
N 3.1 -1.6 0.1
H 0.8 0.6 -2.2
H 0.5 0.5 -0.6
H 1.1 -0.2 3.0
H -1.3 -0.5 -0.7
H 0.8 -2.3 1.1
H 0.6 -1.0 -0.3
H 0.5 0.3 0.1

Results
relative energy (zero: lowest compared OMol25 entry of this formula, charge and spin)	637.8	kJ/mol
LUMO level	-0.0350	Eh
HOMO energy	-6.925	eV



Entry 2:
Molecular formula: C4H7N
Method: DFT, ωB97M-V/def2-TZVPD

Positions of all 12 atoms, in Å:
C -1.4454 1.4016 0.6336
C -0.2846 0.9362 -0.1242
C 0.4175 -0.2071 0.1930
N 1.4992 -0.6699 -0.4896
C 1.5134 -1.8593 -0.9529
H -2.3440 0.7750 0.6513
H -1.0310 1.4078 1.6580
H -1.8534 2.3898 0.4412
H 0.0415 1.5687 -0.9446
H 0.2599 -0.8566 1.0606
H 1.0196 -2.6780 -0.4147
H 2.2073 -2.2084 -1.7117

Atomic forces in eV per Å
C -0.1 0.1 1.1
C -0.8 0.6 -0.9
C 1.7 -1.5 1.3
N -1.7 0.5 -2.2
C 1.4 -0.6 1.0
H 0.4 -0.6 0.0
H -0.6 0.0 0.2
H 0.6 0.1 -0.5
H 0.4 -0.3 0.0
H -0.6 0.8 0.4
H -1.1 0.3 -0.7
H 0.5 0.4 0.2

Results
spin multiplicity	2
relative energy (zero: lowest compared OMol25 entry of this formula, charge and spin)	215.3	kJ/mol
charge	+1
LUMO level (spin up / spin down)	-0.1910 / -0.3046	Eh
HOMO energy (spin up / spin down)	-15.510 / -15.412	eV
<S²>	0.76



Entry 3:
Molecular formula: C4H7N2
Method: DFT, ωB97M-V/def2-TZVPD

Positions of all 13 atoms, in Å:
C 0.6705 1.4768 0.1248
C -0.8055 1.5598 0.0621
C 2.2728 -0.3828 -0.1655
C -0.8444 -0.9036 0.2747
N 1.3845 0.5277 -0.0576
N -1.2580 0.1814 -0.3222
H -1.3854 1.9799 0.9698
H -1.0682 2.1861 -0.7921
H 2.3340 -1.0308 0.6452
H 2.9957 -0.4151 -0.9014
H -0.5826 -1.7245 -0.2178
H -0.4280 -0.9746 1.2843
H -1.3926 0.0123 -1.3645

Atomic forces in eV per Å
C -0.3 0.9 1.1
C -0.9 0.2 0.2
C -1.7 0.6 0.8
C 0.2 3.9 2.0
N 0.5 0.4 -0.5
N 0.5 -2.2 -1.2
H 1.4 -0.9 -1.2
H -0.1 0.2 0.2
H 0.4 -1.0 1.4
H 0.9 0.0 -1.9
H -0.1 -3.6 -2.7
H -0.8 0.9 0.1
H -0.1 0.6 1.7

Results
relative energy (zero: lowest compared OMol25 entry of this formula, charge and spin)	505.0	kJ/mol
charge	+1
LUMO level (spin up / spin down)	-0.2035 / -0.2035	Eh
HOMO energy (spin up / spin down)	-12.837 / -12.838	eV



Entry 4:
Molecular formula: C4H7N2
Method: DFT, ωB97M-V/def2-TZVPD

Positions of all 13 atoms, in Å:
C -0.3686 -0.5911 0.0007
C 0.8081 0.0439 0.0269
C -1.4357 -1.5521 -0.0368
C -0.9425 1.9739 -0.0350
N 3.2359 -0.0094 -0.2318
N -0.3175 0.8801 0.0649
H -1.1740 -2.4712 -0.4040
H -2.2513 -1.0674 -0.5496
H -1.7469 -1.5383 0.9356
H -1.9756 1.9587 -0.0302
H 2.9391 -0.9779 -0.2941
H -0.3150 2.8623 -0.0541
H 3.5440 0.4884 0.6076

Atomic forces in eV per Å
C 2.5 2.3 -0.2
C 1.6 -0.7 -0.2
C -0.1 2.7 -0.9
C 2.5 0.2 0.4
N -3.5 1.3 -1.5
N -0.1 -1.4 -0.5
H 0.6 -2.2 -0.8
H -0.4 -0.2 -0.7
H -1.1 -0.8 2.9
H -1.9 0.2 -0.1
H 0.7 -0.4 1.1
H -0.4 0.1 0.0
H -0.4 -1.1 0.6

Results
relative energy (zero: lowest compared OMol25 entry of this formula, charge and spin)	890.7	kJ/mol
charge	+1
LUMO level (spin up / spin down)	-0.2552 / -0.2559	Eh
HOMO energy (spin up / spin down)	-14.443 / -14.441	eV



Entry 5:
Molecular formula: C4H7N2
Method: DFT, ωB97M-V/def2-TZVPD

Positions of all 13 atoms, in Å:
C 0.3040 0.0151 -0.6368
C -0.0604 -1.2440 2.3080
C -0.7428 0.1425 0.4220
C 0.6076 0.3220 -1.9418
N 1.0076 -0.9309 0.2450
N 0.0833 -0.7140 1.1477
H 0.5613 -2.0654 2.7389
H -0.8863 -0.8011 2.9235
H -0.9542 1.1698 0.7610
H -1.8108 -0.2408 0.0886
H 1.4430 1.0148 -2.2136
H -0.2407 0.7693 -2.3284
H 0.8772 -0.5501 -2.6227

Atomic forces in eV per Å
C 3.4 -5.3 5.7
C -0.9 0.4 1.1
C -4.0 2.5 -2.8
C 2.1 -0.1 -3.8
N -0.1 3.0 -5.5
N -1.0 -2.0 4.6
H -0.2 1.0 -0.8
H 0.8 -0.7 -0.7
H 0.5 -0.4 0.5
H 2.2 0.2 0.8
H -0.4 -0.3 1.0
H -1.8 1.0 -1.3
H -0.5 0.6 1.2

Results
relative energy (zero: lowest compared OMol25 entry of this formula, charge and spin)	477.3	kJ/mol
charge	+1
LUMO level	-0.2058	Eh
HOMO energy	-14.825	eV



Entry 6:
Molecular formula: C4H7N2
Method: DFT, ωB97M-V/def2-TZVPD

Positions of all 13 atoms, in Å:
N -3.1598 0.0594 -0.4154
C -2.1582 0.0750 0.1983
C -0.8041 0.2091 0.4651
C 0.7287 -0.3443 -0.4199
C 2.0493 0.3839 -0.4918
N 1.7632 -0.7290 0.3217
H -4.1564 0.0101 -0.6301
H -0.5236 -0.4889 1.3626
H -0.8148 1.2021 0.8080
H 0.3069 -1.0061 -1.1896
H 2.7143 0.1999 -1.3245
H 2.2523 1.3468 -0.0716
H 1.8024 -0.9180 1.3873

Atomic forces in eV per Å
N 1.2 -0.2 1.9
C -2.3 -0.7 -4.0
C 2.8 -2.5 2.6
C -2.8 0.2 -1.6
C 0.0 0.8 -0.5
N 0.8 -2.4 4.3
H 0.6 0.1 0.2
H -1.0 1.4 -1.2
H 0.9 1.7 0.6
H 0.2 0.4 0.3
H 0.0 -0.2 -0.2
H -0.7 0.6 0.4
H 0.2 0.8 -2.7

Results
SMILES	[NH+]#CC[C@H]1CN1
relative energy (zero: lowest compared OMol25 entry of this formula, charge and spin)	538.5	kJ/mol
charge	+1
LUMO level	-0.1897	Eh
HOMO energy	-13.540	eV



Entry 7:
Molecular formula: C4H7N2
Method: DFT, ωB97M-V/def2-TZVPD

Positions of all 13 atoms, in Å:
C 0.7927 0.5211 -1.0471
C -0.1818 1.1554 -0.0512
C -0.9642 -0.0117 0.6689
C -0.4772 -0.3971 -1.0677
N -0.0599 0.7728 1.2999
N -0.3958 -1.2795 0.0565
H 0.7813 0.9690 -2.0029
H 1.8787 0.1913 -0.7840
H -0.8604 1.8771 -0.1548
H -2.0280 -0.1262 0.9022
H 0.7993 0.5347 1.7806
H 0.4977 -1.3095 0.5150
H -1.1201 -2.0651 0.0989

Atomic forces in eV per Å
C -1.0 -1.4 0.3
C 3.2 -2.1 0.4
C -1.3 -2.1 0.6
C 1.4 0.6 -1.7
N 0.3 1.0 1.4
N -1.6 -0.2 1.2
H 0.2 0.9 -0.8
H -2.2 0.5 0.2
H -1.9 3.3 -1.4
H 0.4 0.5 -0.2
H -0.1 -0.3 -0.2
H 0.6 -1.7 0.2
H 1.8 1.0 -0.1

Results
relative energy (zero: lowest compared OMol25 entry of this formula, charge and spin)	672.4	kJ/mol
charge	+1
LUMO level	-0.1286	Eh
HOMO energy	-14.330	eV



Entry 8:
Molecular formula: C4H7N2
Method: DFT, ωB97M-V/def2-TZVPD

Positions of all 13 atoms, in Å:
N 1.1705 -0.1586 1.7602
C 0.5167 0.1024 0.6186
C -0.7362 0.8394 0.5602
C -1.3051 0.6471 -0.6564
C -0.2810 -0.2811 -1.4940
N 0.7837 -0.5379 -0.5561
H 0.8322 0.2612 2.6054
H 2.0119 -0.8013 1.8197
H -1.2985 1.4679 1.3188
H -2.2409 0.8675 -1.0817
H -0.8606 -1.2092 -1.7163
H -0.1131 0.1402 -2.5358
H 1.5203 -1.3374 -0.6426

Atomic forces in eV per Å
N 1.2 -0.7 -1.1
C 0.3 -2.0 0.3
C -2.1 1.3 -0.7
C 4.3 -2.4 -0.2
C -3.1 0.6 -0.7
N 1.3 -0.2 1.0
H 0.1 0.1 0.2
H -1.6 1.3 -0.2
H 1.5 -1.1 -0.5
H -0.9 0.7 -0.2
H 0.5 0.3 0.3
H 0.7 -0.2 1.5
H -2.0 2.2 0.1

Results
SMILES	[NH2+]=C1C=CCN1
relative energy (zero: lowest compared OMol25 entry of this formula, charge and spin)	104.9	kJ/mol
charge	+1
LUMO level	-0.1584	Eh
HOMO energy	-14.991	eV



Summary of energy in eV
-5744.80651 -5740.88241 -7230.50447 -7226.50726 -7230.79136 -7230.15726 -7228.76895 -7234.65114
(order as listed above)